P | Density functional theory data (ωB97M-V/def2-TZVPD) for a 4-piece molecular cluster, C3H13O3S overall.

Values from the calculation:
HOMO, eV: -3.056
Spin multiplicity: 1
Charge: -1
Frontier orbital gap, eV: 6.74
LUMO, eV: 3.68

Last columns: bonded neighbours and bond lengths (Å).
Cartesian coordinates (Å):
1 C -1.994 2.895 0.336  C2 1.558, H5 1.084, H6 1.092, H7 1.091
2 C -1.790 1.607 -0.517  C1 1.558, C3 1.496, H8 1.097, H9 1.103
3 C -1.516 0.358 0.259  C2 1.496, S4 1.857, H10 1.089, H11 1.101
4 S 0.253 -0.178 0.439  C3 1.857
5 H -1.477 3.803 0.044  C1 1.084
6 H -1.644 2.607 1.330  C1 1.092
7 H -3.066 3.090 0.380  C1 1.091
8 H -2.556 1.621 -1.303  C2 1.097
9 H -0.922 1.741 -1.185  C2 1.103
10 H -2.074 -0.539 -0.004  C3 1.089
11 H -1.889 0.487 1.287  C3 1.101
12 H 4.106 -4.473 1.361  O14 0.942
13 H 3.399 -3.189 1.335  O14 0.973
14 O 4.300 -3.553 1.289  H12 0.942, H13 0.973
15 H 1.150 0.308 -1.670  O17 0.993
16 H 1.092 0.688 -3.043  O17 0.957
17 O 1.130 1.145 -2.203  H15 0.993, H16 0.957
18 H 0.472 -3.118 0.463  O20 0.954
19 H 1.625 -2.176 0.729  O20 0.977
20 O 1.402 -3.126 0.673  H18 0.954, H19 0.977

Atomic partial charges in e from the Löwdin method, atoms 1 to 4: -0.1170 -0.3575 -0.7054 0.3257

Q | Density functional theory data (ωB97M-V/def2-TZVPD) for a 4-piece molecular cluster, C3H13O3S overall.

Values from the calculation:
HOMO, eV: -3.255
Spin multiplicity: 1
Charge: -1
Frontier orbital gap, eV: 6.45
LUMO, eV: 3.19

Last columns: bonded neighbours and bond lengths (Å).
Cartesian coordinates (Å):
1 C -1.169 -1.236 -3.306  C2 1.554, H5 1.100, H6 1.149, H7 1.126
2 C 0.103 -0.364 -3.112  C1 1.554, C3 1.578, H8 1.105, H9 1.097
3 C 0.924 -0.666 -1.798  C2 1.578, S4 2.048, H10 1.075, H11 1.099
4 S -0.348 -0.265 -0.244  C3 2.048
5 H -1.271 -1.468 -4.376  C1 1.100
6 H -2.116 -0.637 -3.056  C1 1.149
7 H -1.127 -2.274 -2.871  C1 1.126
8 H 0.933 -0.411 -3.841  C2 1.105
9 H -0.192 0.661 -3.364  C2 1.097
10 H 1.656 0.097 -1.604  C3 1.075
11 H 1.402 -1.650 -1.890  C3 1.099
12 H 0.066 -0.457 4.774  O14 1.003
13 H -1.116 -0.307 5.947  O14 0.934
14 O -0.375 -0.771 5.618  H12 1.003, H13 0.934
15 H -0.550 2.460 -0.472  O17 0.964
16 H -0.154 3.602 0.349  O17 1.002
17 O -0.404 3.404 -0.601  H15 0.964, H16 1.002
18 H 1.170 0.416 2.808  O20 0.969
19 H 1.089 -0.538 1.540  O20 1.015
20 O 1.607 -0.340 2.389  H18 0.969, H19 1.015

Atomic partial charges in e from the Löwdin method, atoms 1 to 4: -0.1789 -0.3876 -0.5197 0.1590

Which structure is the most stable? The one labeled P.

P | Density functional theory data (ωB97M-V/def2-TZVPD) for a single C3H5N3O molecule.

Values from the calculation:
HOMO, eV: -9.725
Spin multiplicity: 1
Charge: 0
Frontier orbital gap, eV: 10.54
SMILES string: NCc1nnco1
LUMO, eV: 0.82

Last columns: bonded neighbours and bond lengths (Å).
Cartesian coordinates (Å):
1 C -1.208 0.095 0.025  C2 1.490, H6 1.189, H7 1.066, N9 1.436
2 C 0.269 0.039 -0.155  C1 1.490, N10 1.213, O12 1.474
3 C 2.129 0.951 -0.410  H8 1.279, N11 1.266, O12 1.296
4 H -1.746 -1.593 1.371  N9 1.168
5 H -1.809 -2.043 -0.272  N9 1.092
6 H -1.454 0.498 -1.066  C1 1.189
7 H -1.480 0.772 0.802  C1 1.066
8 H 2.813 2.031 -0.371  C3 1.279
9 N -1.908 -1.126 0.313  C1 1.436, H4 1.168, H5 1.092
10 N 1.080 -0.697 0.367  C2 1.213, N11 1.450
11 N 2.406 -0.156 0.140  C3 1.266, N10 1.450
12 O 0.908 1.229 -0.745  C2 1.474, C3 1.296

Atomic partial charges in e from the Löwdin method, atoms 1 to 4: -0.2494 -0.3504 -0.3270 0.1560

Q | Density functional theory data (ωB97M-V/def2-TZVPD) for a 2-piece molecular cluster, C3H5N3O overall.

Values from the calculation:
HOMO, eV: -9.503
Spin multiplicity: 1
Charge: 0
Frontier orbital gap, eV: 9.09
LUMO, eV: -0.41

Last columns: bonded neighbours and bond lengths (Å).
Cartesian coordinates (Å):
1 N 0.292 1.634 -0.173  C2 1.386, H9 1.017
2 C 0.662 0.317 0.051  N1 1.386, C3 1.368, C6 1.431
3 C 1.734 -0.445 -0.325  C2 1.368, O4 1.326, H10 1.083
4 O 1.449 -1.724 -0.120  C3 1.326, N5 1.392
5 N 0.133 -1.890 0.302  O4 1.392, C6 1.320
6 C -0.322 -0.656 0.413  C2 1.431, N5 1.320, N7 1.370
7 N -1.598 -0.179 0.556  C6 1.370, H11 1.257, H12 1.025
8 H -0.945 1.479 -0.837  no bonds
9 H -0.234 1.936 0.644  N1 1.017
10 H 2.743 -0.229 -0.653  C3 1.083
11 H -1.650 0.709 -0.332  N7 1.257
12 H -2.265 -0.952 0.475  N7 1.025

Atomic partial charges in e from the Löwdin method, atoms 1 to 4: 0.0632 -0.3302 -0.0456 -0.0445

Which structure is the most stable? The one labeled P.

P | Density functional theory data (ωB97M-V/def2-TZVPD) for a 2-piece molecular cluster, C3H5N3O overall.

Values from the calculation:
HOMO (alpha / beta), eV: -8.773 / -9.600
Spin multiplicity: 1
Charge: 0
Frontier orbital gap (alpha / beta), eV: 6.74 / 8.11
LUMO (alpha / beta), eV: -2.03 / -1.49

Last columns: bonded neighbours and bond lengths (Å).
Cartesian coordinates (Å):
1 N 0.021 -1.672 -0.509  C2 1.274, H9 1.025
2 C -0.075 -0.707 0.316  N1 1.274, C3 1.444, C6 1.500
3 C -0.872 -0.676 1.520  C2 1.444, O4 1.278, H10 1.082
4 O -0.719 0.463 2.080  C3 1.278, N5 1.388
5 N 0.088 1.367 1.404  O4 1.388, C6 1.371
6 C 0.501 0.678 0.293  C2 1.500, N5 1.371, N7 1.285
7 N 1.183 1.091 -0.715  C6 1.285, H12 1.020
8 H -0.604 -0.165 -2.339  H11 0.751
9 H 0.699 -1.420 -1.234  N1 1.025
10 H -1.481 -1.419 2.017  C3 1.082
11 H -0.096 0.366 -2.184  H8 0.751
12 H 1.355 2.094 -0.649  N7 1.020

Atomic partial charges in e from the Löwdin method, atoms 1 to 4: 0.1747 -0.3234 -0.0222 0.0048

Q | Density functional theory data (ωB97M-V/def2-TZVPD) for a 2-piece molecular cluster, C3H5N3O overall.

Values from the calculation:
HOMO (alpha / beta), eV: -8.106 / -8.107
Spin multiplicity: 1
Charge: 0
Frontier orbital gap (alpha / beta), eV: 8.95 / 8.95
SMILES string: c1c[nH]cn1.N=O
LUMO (alpha / beta), eV: 0.84 / 0.84

Last columns: bonded neighbours and bond lengths (Å).
Cartesian coordinates (Å):
1 C -0.632 -0.268 0.278  C2 1.391, N4 1.380, H8 1.077
2 C -0.799 -0.386 -1.098  C1 1.391, N5 1.452, H9 1.039
3 C 1.346 -0.022 -0.554  N4 1.341, N5 1.319, H11 1.152
4 N 0.698 -0.117 0.616  C1 1.380, C3 1.341
5 N 0.544 -0.147 -1.594  C2 1.452, C3 1.319, H10 1.033
6 N 0.386 0.513 3.428  O7 1.179, H12 1.003
7 O 1.253 0.289 2.661  N6 1.179
8 H -1.467 -0.431 0.939  C1 1.077
9 H -1.619 -0.309 -1.733  C2 1.039
10 H 0.908 -0.335 -2.542  N5 1.033
11 H 2.498 -0.015 -0.587  C3 1.152
12 H -0.185 1.250 3.058  N6 1.003

Atomic partial charges in e from the Löwdin method, atoms 1 to 4: -0.1490 -0.0552 -0.2154 0.0124

Which structure is the most stable? The one labeled Q.